#a
C3H5N2O | wB97M-V/def2-TZVPD

Last column: Mulliken charge in e.
Atoms and positions in Å:
C 2.959 0.197 0.413  0.10
C -1.668 -0.372 -0.359  -0.34
C -0.963 0.825 0.129  -0.22
N 0.573 -1.232 0.060  -0.59
N -0.312 -0.413 0.035  0.60
O 3.991 0.158 -0.050  -0.08
H -0.710 1.717 -0.426  0.28
H -2.469 -0.690 0.342  0.25
H -1.692 -0.645 -1.402  0.28
H -1.318 1.285 1.044  0.29
H 1.609 -0.830 0.214  0.43

* total charge: +1
* frontier orbital gap: 10.191 eV

=====

#b
C3H5N2O | wB97M-V/def2-TZVPD

Last column: Mulliken charge in e.
Atoms and positions in Å:
C -2.306 -0.920 0.342  -0.45
C -0.295 -1.039 -0.636  0.00
C 1.239 0.911 -0.225  -0.58
N -3.020 -0.020 0.059  0.49
N 0.452 -0.203 -0.384  0.05
O -3.661 0.893 -0.356  -0.43
H -2.298 -1.677 0.977  0.47
H -0.906 -1.895 -0.802  0.51
H 0.703 1.742 -0.734  0.32
H 1.497 0.827 0.837  0.31
H 2.181 0.957 -0.771  0.31

* total charge: +1
* frontier orbital gap (alpha / beta): 9.813 / 9.812 eV

=====

#c
C3H5N2O | wB97M-V/def2-TZVPD

Last column: Mulliken charge in e.
Atoms and positions in Å:
C 1.031 -0.199 -0.016  0.42
C 0.106 2.017 -0.081  -0.16
C -1.077 -1.287 0.205  -0.10
N 0.130 -1.394 -0.147  0.06
N 0.224 0.821 0.281  -0.32
O 2.204 -0.335 0.001  -0.39
H -0.499 2.679 0.531  0.29
H 0.533 2.425 -0.997  0.28
H -1.770 -2.122 0.106  0.28
H -1.446 -0.351 0.614  0.35
H 0.565 -2.255 -0.498  0.29

* SMILES: C=NC(=O)[NH+]=C
* total charge: +1
* frontier orbital gap: 9.451 eV

=====

Which structure is the least stable? The one labeled #b.

=====

#a
C9H20N5 | wB97M-V/def2-TZVPD

Last column: Mulliken charge in e.
Atoms and positions in Å:
C -2.864 2.117 1.276  -0.98
C -2.535 1.010 2.204  -0.56
C -0.697 1.058 0.394  -1.22
C 0.101 -0.207 0.883  -1.21
C 2.531 -0.427 0.310  -1.03
C 3.548 0.461 -0.424  -0.63
C -2.156 0.909 0.694  0.93
C -2.863 -0.130 0.031  -0.14
C 0.808 -1.315 -1.220  0.41
N 1.132 -0.620 -0.103  0.09
N -4.172 -0.316 0.025  -0.26
N -0.419 -1.590 -1.421  -0.54
N 1.696 -1.771 -2.135  -0.39
N 4.004 -0.176 -1.664  -0.59
H -3.949 2.346 1.130  0.25
H -2.238 2.933 1.255  0.30
H -1.744 1.144 2.913  0.26
H -3.317 0.516 2.556  0.39
H -0.269 1.901 0.808  0.63
H -0.701 1.375 -0.618  0.53
H 0.672 -0.168 1.757  0.56
H -0.410 -1.197 0.958  0.57
H 3.162 -1.408 0.402  0.37
H 2.569 -0.292 1.337  0.60
H 3.021 1.368 -0.600  0.35
H 4.358 0.689 0.359  0.29
H -4.799 0.473 0.210  0.25
H -4.663 -1.142 -0.213  0.26
H -2.242 -0.865 -0.421  0.41
H -0.656 -2.192 -2.199  0.15
H 2.468 -1.169 -2.326  0.26
H 1.490 -2.538 -2.733  0.20
H 4.792 0.297 -2.075  0.23
H 4.340 -1.075 -1.350  0.25

* SMILES: [H]/N=C(\N)N(CCN)CCC1(C=[NH2+])CC1
* total charge: +1
* frontier orbital gap: 7.132 eV

=====

#b
C9H20N5 | wB97M-V/def2-TZVPD

Last column: Mulliken charge in e.
Atoms and positions in Å:
C -1.051 -0.741 0.411  0.03
C 0.802 -2.194 0.486  0.52
C -0.602 -1.993 0.623  -0.60
C 1.210 -0.017 0.142  0.15
C -2.233 1.242 1.328  -1.58
C -3.463 -0.247 -0.556  -1.24
C 3.466 1.023 0.718  -1.48
C -2.417 -0.168 0.666  0.29
C 2.181 1.141 -0.078  0.38
N -0.068 0.201 0.115  0.19
N 1.675 -1.215 0.330  -0.57
N 1.277 -3.472 0.583  -0.41
N 0.135 0.127 -2.853  -0.73
N 1.327 2.301 0.178  -0.58
H -1.244 -2.701 1.041  0.45
H 0.080 -0.759 -3.360  0.24
H -1.272 1.227 1.801  0.39
H -3.025 1.647 2.009  0.36
H -2.364 2.078 0.625  0.45
H -3.012 0.002 -1.434  0.33
H -4.328 0.482 -0.501  0.35
H -3.790 -1.331 -0.543  0.34
H 3.302 1.173 1.726  0.40
H 4.088 1.830 0.487  0.44
H 3.898 -0.080 0.639  0.31
H -2.911 -0.858 1.372  0.40
H 2.394 1.022 -1.129  0.19
H 0.596 -4.152 0.943  0.22
H 2.152 -3.884 0.187  0.26
H 1.074 0.602 -3.115  0.25
H -0.543 0.803 -3.266  0.24
H 1.408 2.646 1.130  0.22
H -0.463 1.189 -0.211  0.47
H 1.719 3.076 -0.494  0.30

* total charge: +1
* frontier orbital gap: 10.119 eV

=====

Which structure is the least stable? The one labeled #a.

=====

#a
H8O4Tl | wB97M-V/def2-TZVPD

Last column: Mulliken charge in e.
Atoms and positions in Å:
Tl 15.874 -28.372 -1.666  1.54
O 15.894 -30.845 -3.199  -0.45
H 15.344 -31.665 -3.240  0.40
H 16.691 -31.050 -3.736  0.40
O 18.184 -27.587 -0.295  -0.44
H 18.975 -28.137 -0.481  0.39
H 18.468 -26.945 0.401  0.39
O 14.076 -26.195 -2.225  -0.44
H 13.558 -25.565 -1.668  0.40
H 13.782 -26.031 -3.152  0.40
O 17.664 -30.500 -0.918  -0.42
H 17.211 -31.166 -0.342  0.42
H 18.230 -31.037 -1.525  0.40

* total charge: +3
* frontier orbital gap: 4.067 eV

=====

#b
H8O4Tl | wB97M-V/def2-TZVPD

Last column: Mulliken charge in e.
Atoms and positions in Å:
Tl 1.347 1.449 0.466  1.00
O -1.160 -0.414 -3.501  -0.35
H -0.952 -1.221 -3.972  0.42
H -2.094 -0.277 -3.660  0.41
O -3.639 0.220 0.693  -0.34
H -4.061 -0.143 1.472  0.42
H -4.218 -0.025 -0.030  0.41
O 0.164 1.119 5.358  -0.33
H 0.703 1.528 6.036  0.42
H -0.680 0.966 5.782  0.42
O 4.590 -0.817 -2.760  -0.32
H 5.225 -1.295 -2.227  0.42
H 4.775 -1.091 -3.658  0.42

* total charge: +3
* frontier orbital gap: 1.688 eV

=====

Which structure is the least stable? The one labeled #a.

=====

#a
C2H5N2O2S | wB97M-V/def2-TZVPD

Last column: Mulliken charge in e.
Atoms and positions in Å:
C 0.178 0.518 0.080  -0.02
C 1.004 -0.520 0.328  -0.76
N -1.149 0.492 0.048  0.92
N 2.424 -0.194 -0.033  -0.25
O -1.856 -0.612 0.270  -0.21
O -1.801 1.503 -0.081  -0.50
S -3.505 -0.559 -0.229  0.06
H 0.618 1.450 -0.013  0.36
H 2.283 -0.285 -1.114  0.44
H 3.104 -0.810 0.357  0.36
H 2.459 0.863 0.074  0.34
H -3.758 -1.846 0.314  0.25

* total charge: +1
* frontier orbital gap: 7.539 eV

=====

#b
C2H5N2O2S | wB97M-V/def2-TZVPD

Last column: Mulliken charge in e.
Atoms and positions in Å:
C -0.172 -0.875 -0.232  -0.17
C -3.091 -0.317 -1.988  0.03
N 3.101 0.794 0.964  -0.44
N -1.459 -0.292 0.236  -0.15
O 0.693 -0.150 0.280  -0.15
O -3.454 -0.443 -3.063  -0.09
S 2.422 -0.494 0.352  0.21
H 3.492 0.899 1.971  0.32
H 3.809 1.289 0.330  0.33
H -1.528 -0.536 1.306  0.42
H -2.274 -0.614 -0.252  0.30
H -1.539 0.738 0.095  0.39

* total charge: +1
* frontier orbital gap: 9.674 eV

=====

Which structure is the least stable? The one labeled #a.

=====

#a
C5H35N2O12 | wB97M-V/def2-TZVPD

Last column: Mulliken charge in e.
Atoms and positions in Å:
N 1.055 -1.260 -0.938  -0.06
C 1.065 -0.464 0.334  0.28
C 2.459 -0.172 0.876  0.39
C 3.301 0.327 -0.359  -1.82
C 3.038 -1.491 1.436  -1.38
C 0.242 0.820 0.032  0.08
N 0.153 1.698 1.040  0.05
O -0.163 0.936 -1.120  -0.53
H 1.530 -0.750 -1.714  0.50
H 0.082 -1.438 -1.318  0.05
H 1.579 -2.111 -0.733  0.41
H 0.602 -1.155 1.074  0.15
H 2.587 0.536 1.684  0.58
H 4.264 0.663 0.057  0.55
H 2.819 1.244 -0.708  0.25
H 3.608 -0.438 -1.075  0.43
H 2.935 -1.570 2.543  0.27
H 2.718 -2.429 1.065  0.23
H 4.140 -1.545 1.255  0.43
H 0.632 1.470 1.910  0.14
H -0.317 2.612 1.064  0.33
H -4.057 0.483 2.148  0.33
H -3.259 1.183 1.095  0.45
O -3.209 0.942 2.064  -0.75
H 2.125 0.496 3.850  0.28
H 0.708 1.091 4.207  0.32
O 1.175 0.354 3.801  -0.59
H -0.486 -3.331 0.315  0.35
H 0.695 -3.929 1.219  0.27
O 0.477 -3.322 0.505  -0.55
H 1.802 3.669 -1.094  0.30
H 0.757 2.854 -1.967  0.30
O 0.873 3.542 -1.295  -0.69
H -4.297 2.416 -0.255  0.33
H -2.743 2.275 -0.375  0.46
O -3.597 1.781 -0.451  -0.76
H -0.906 -0.909 2.917  0.22
H -2.182 -0.488 2.124  0.40
O -1.405 -1.095 2.113  -0.69
H -2.212 -1.729 -1.904  0.31
H -2.042 -3.237 -1.510  0.29
O -1.675 -2.516 -2.034  -0.66
H -1.578 4.434 0.222  0.29
H -0.819 3.330 -0.545  0.33
O -1.585 3.486 0.047  -0.73
H -2.464 0.612 -3.380  0.28
H -1.941 0.998 -4.920  0.27
O -1.767 0.703 -4.030  -0.60
H 1.341 -0.434 -4.570  0.29
H 0.161 0.018 -3.689  0.27
O 1.049 -0.374 -3.655  -0.63
H -3.096 -3.292 0.973  0.31
H -1.944 -2.362 1.108  0.40
O -2.230 -3.133 0.562  -0.71

* total charge: +1
* frontier orbital gap: 10.791 eV

=====

#b
C5H35N2O12 | wB97M-V/def2-TZVPD

Last column: Mulliken charge in e.
Atoms and positions in Å:
C 0.296 -1.873 1.243  -1.00
N 1.530 -1.140 1.064  0.23
C 2.721 -1.465 1.867  -0.54
C 3.737 -1.966 0.861  0.00
O 4.283 -1.213 0.100  -0.46
C -0.822 -1.113 0.520  -0.03
N -0.279 -0.839 -0.867  0.67
C -1.193 0.151 -1.523  -0.89
H 0.045 -1.940 2.318  0.54
H 0.396 -2.926 0.972  0.39
H 1.382 -0.147 1.201  -0.22
H 2.514 -2.154 2.690  0.35
H 3.076 -0.539 2.322  0.29
H 3.877 -3.061 0.803  0.36
H -1.027 -0.219 1.149  0.04
H -1.761 -1.637 0.366  0.60
H -0.368 -1.634 -1.505  0.33
H 0.729 -0.549 -0.897  0.03
H -1.238 -0.037 -2.594  0.32
H -2.259 0.103 -1.291  0.45
H -0.836 1.158 -1.373  0.01
H -4.847 1.198 0.229  0.30
H -3.563 1.964 0.548  0.29
O -4.407 1.700 0.923  -0.65
H 1.088 2.544 -4.216  0.26
H 0.921 1.739 -2.903  0.37
O 0.502 1.947 -3.744  -0.63
H -3.181 -1.567 -1.376  0.26
H -4.584 -1.392 -1.857  0.30
O -4.002 -1.137 -1.131  -0.60
H 1.983 -4.091 -1.516  0.31
H 1.964 -2.498 -1.664  0.24
O 1.460 -3.305 -1.669  -0.65
H -0.058 1.876 4.181  0.32
H -0.812 2.753 3.234  0.32
O -0.946 2.016 3.838  -0.68
H 2.375 2.442 2.732  0.27
H 1.390 2.579 1.531  0.27
O 1.464 2.636 2.495  -0.57
H 1.680 3.308 -0.406  0.28
H 0.483 2.331 -0.181  0.46
O 1.458 2.371 -0.353  -0.70
H -1.738 1.235 2.824  0.37
H -3.041 0.821 2.227  0.31
O -2.114 0.957 1.962  -0.74
H -1.547 2.276 0.813  0.36
H -0.833 3.619 0.576  0.32
O -1.180 2.849 0.108  -0.76
H -1.126 -2.677 -3.910  0.32
H -0.033 -3.248 -3.003  0.30
O -0.907 -2.825 -2.984  -0.64
H 2.918 -0.247 -1.986  0.31
H 2.371 0.758 -1.043  0.25
O 2.063 0.109 -1.707  -0.66

* total charge: +1
* frontier orbital gap: 9.795 eV

=====

Which structure is the least stable? The one labeled #b.